Formula: H28O18S
Source: the Open Molecules 2025 dataset
Level of theory: ωB97M-V/def2-TZVPD

Last column: Löwdin charge in e.
Geometry (Å):
S (-0.10, 0.02, -0.15)  0.42
O (3.35, -1.34, -1.69)  -0.08
O (-2.69, 2.51, 0.18)  -0.15
O (-0.35, 0.59, -1.49)  -0.35
O (-1.12, -3.39, -1.09)  -0.14
O (-2.16, 0.07, 2.67)  -0.07
O (3.34, 1.34, -0.18)  -0.03
O (-0.27, -2.26, 2.55)  -0.11
O (-2.47, 1.73, -2.47)  -0.13
O (2.40, -1.96, 1.72)  -0.03
O (-3.50, -0.73, 0.14)  -0.19
O (-0.45, 1.00, 0.89)  -0.35
O (0.72, 2.90, -2.07)  -0.03
O (1.31, -0.18, -0.08)  -0.32
O (1.25, 0.75, 3.48)  -0.06
O (0.05, 0.15, -3.92)  -0.09
O (1.23, -3.16, -2.48)  -0.09
O (-0.39, 3.10, 2.27)  -0.03
O (-0.88, -1.19, 0.12)  -0.34
H (-1.60, 1.29, -2.15)  0.00
H (1.92, -1.31, 1.17)  0.01
H (-0.21, 0.17, -2.95)  -0.01
H (0.74, 1.16, 2.77)  -0.01
H (1.88, 0.22, 2.96)  0.03
H (2.73, 0.69, -0.32)  -0.10
H (1.16, 2.75, -2.89)  0.02
H (-0.66, 3.05, 3.18)  0.04
H (-3.77, 0.15, 0.58)  0.03
H (-1.56, 0.31, 2.05)  -0.12
H (0.77, -2.29, 2.39)  0.06
H (-1.78, -0.83, 3.04)  0.09
H (-1.89, 1.98, 0.38)  -0.01
H (2.93, -0.66, -1.23)  -0.06
H (-1.58, -4.04, -0.40)  0.10
H (0.29, 2.10, -1.92)  -0.07
H (-2.43, -0.91, 0.18)  0.04
H (-0.54, -0.24, -4.54)  0.01
H (-1.15, -2.44, -0.75)  0.00
H (-2.96, 2.09, -1.72)  -0.02
H (2.96, 2.17, 0.09)  0.03
H (0.62, -3.34, -1.84)  -0.09
H (-0.35, 2.21, 2.01)  -0.08
H (-2.76, 3.21, 1.04)  0.15
H (4.03, -1.83, -1.03)  0.13
H (1.45, -2.18, -2.26)  0.06
H (3.14, -1.55, 2.07)  0.00
H (-0.61, -1.89, 1.75)  -0.04

Values from the calculation:
- Total charge: -2
- Multiplicity: 1
- Energy relative to the best compared isomer or geometry (same formula, charge and spin): 4.645 eV

***

Formula: C3H5NO2S
Source: the Open Molecules 2025 dataset
Level of theory: ωB97M-V/def2-TZVPD

Last column: Löwdin charge in e.
Geometry (Å):
S (1.60, 0.18, -0.26)  0.90
O (1.30, 0.35, 1.36)  -0.35
O (2.40, -1.06, -0.34)  -0.48
N (-0.49, -1.48, -0.07)  0.02
C (-0.28, -0.32, -0.90)  -0.40
C (-1.20, 0.71, -0.41)  -0.14
C (-1.85, 1.64, 0.02)  0.13
H (1.01, 1.36, 1.40)  0.12
H (-0.26, -1.19, 0.88)  0.07
H (-0.13, -0.49, -1.95)  0.11
H (-2.32, 2.36, 0.60)  0.02
H (0.21, -2.07, -0.32)  0.01

Values from the calculation:
- Multiplicity: 1
- Energy relative to the best compared isomer or geometry (same formula, charge and spin): 3.743 eV